# 1
Density functional theory data (wB97M-V/def2-TZVPD) for a cluster of 12 separate species, C16H56N16O12 in total at a distorted geometry.

Last column: Mulliken charge in e.
CARTESIAN COORDINATES (ANGSTROEM)
1 C -0.00883 4.62009 6.02986  0.6453
2 O 0.96685 4.98202 6.60550  -0.6447
3 N -1.08090 5.38224 6.05397  -0.4226
4 N -0.24030 3.46369 5.54703  -0.3604
5 H -0.99635 6.31496 6.43210  0.2263
6 H -1.72338 5.10053 5.32736  0.1664
7 H 0.56410 2.85297 5.53915  0.2198
8 H -1.12091 3.27763 5.08877  0.1700
9 C -6.77613 3.49896 2.52684  0.6019
10 O -5.71219 3.18635 2.95881  -0.6535
11 N -7.40776 4.56363 2.79792  -0.3724
12 N -7.37607 2.78887 1.63333  -0.4313
13 H -8.24202 4.72681 2.25250  0.1849
14 H -6.86303 5.22841 3.32843  0.2396
15 H -8.37779 2.87576 1.53782  0.1871
16 H -6.98037 1.87578 1.46073  0.2436
17 C -1.28010 -4.91142 -5.24660  0.5953
18 O -1.32532 -5.03336 -6.49706  -0.6755
19 N -0.24991 -4.53164 -4.60766  -0.3692
20 N -2.31743 -5.06769 -4.41665  -0.3673
21 H -0.31738 -4.71109 -3.61602  0.1898
22 H 0.70842 -4.69302 -4.88271  0.2578
23 H -2.12945 -4.90217 -3.43820  0.1630
24 H -3.20318 -5.40601 -4.76463  0.2061
25 C 3.71608 -6.41204 6.33333  0.6610
26 O 3.72325 -7.50589 5.79279  -0.6560
27 N 3.51067 -6.27404 7.62746  -0.3821
28 N 4.07563 -5.30292 5.76019  -0.3706
29 H 3.44120 -5.32621 7.96935  0.1563
30 H 3.68603 -7.00167 8.30563  0.2137
31 H 4.30727 -5.33080 4.77751  0.2222
32 H 4.14085 -4.44952 6.29643  0.1550
33 C -7.75047 -4.11134 0.87450  0.6582
34 O -7.85339 -3.27506 1.76982  -0.6757
35 N -8.72499 -4.87183 0.51249  -0.4147
36 N -6.69547 -4.37351 0.19961  -0.3985
37 H -9.55830 -4.79552 1.07807  0.2210
38 H -8.73318 -5.32660 -0.38930  0.1828
39 H -6.02664 -3.70906 0.56193  0.2359
40 H -6.53817 -5.11583 -0.46696  0.1909
41 C 2.28261 -6.95747 -0.11701  0.6820
42 O 2.70433 -5.88463 0.19057  -0.6568
43 N 2.48302 -7.60197 -1.20905  -0.3787
44 N 1.35370 -7.56448 0.55003  -0.4288
45 H 3.07070 -7.14776 -1.89347  0.2154
46 H 2.08636 -8.52017 -1.34929  0.1565
47 H 1.14028 -7.14059 1.44158  0.2363
48 H 1.17622 -8.54302 0.37379  0.1748
49 C 5.56540 4.29405 1.65232  0.5836
50 O 5.09867 3.48594 0.89833  -0.6214
51 N 5.39433 5.60239 1.66073  -0.3912
52 N 6.25607 3.94485 2.73182  -0.4532
53 H 5.99406 6.14377 2.26681  0.2006
54 H 4.98480 5.99289 0.82413  0.2368
55 H 6.20052 2.98195 3.03155  0.2346
56 H 6.37181 4.49932 3.56805  0.2102
57 C -0.39801 -0.43525 0.36249  0.7158
58 O -1.02144 -1.47339 0.53505  -0.7022
59 N 0.86458 -0.32437 0.37919  -0.3673
60 N -0.90396 0.73262 0.29978  -0.3711
61 H 1.34878 0.56197 0.37174  0.1445
62 H 1.37828 -1.19395 0.37146  0.2160
63 H -0.28602 1.53104 0.27187  0.1545
64 H -1.91176 0.78804 0.33673  0.2104
65 C 7.85384 -3.13610 -0.18631  -0.8276
66 C 8.03431 -4.71375 -0.06508  -0.2989
67 O 7.88615 -5.38866 -1.38619  -0.5271
68 H 8.13765 -2.87074 0.83209  0.2729
69 H 6.87371 -2.80898 -0.53334  0.2601
70 H 8.49885 -2.62057 -0.89785  0.2826
71 H 7.39897 -5.26119 0.63115  0.3089
72 H 9.04844 -4.98199 0.23106  0.2438
73 H 6.99794 -5.75291 -1.38934  0.2856
74 C -3.70493 1.29671 -5.32713  -0.9283
75 C -4.71316 2.46250 -5.58895  -0.2306
76 O -5.58918 2.74290 -4.57838  -0.5230
77 H -2.90622 1.31561 -6.06862  0.3078
78 H -4.05625 0.27175 -5.20819  0.3053
79 H -3.22496 1.42280 -4.35665  0.2354
80 H -5.22685 2.38571 -6.54725  0.2761
81 H -4.13700 3.38528 -5.52094  0.2334
82 H -5.17145 3.37525 -3.98911  0.3227
83 C 2.20115 3.78105 -4.88675  -0.9826
84 C 2.92938 2.53934 -5.25630  -0.2389
85 O 4.15873 2.50819 -4.67127  -0.4937
86 H 1.22959 3.84092 -5.37724  0.3169
87 H 2.72768 4.70918 -5.10912  0.2763
88 H 2.03381 3.79525 -3.80977  0.2836
89 H 2.87960 2.63405 -6.34103  0.2942
90 H 2.27882 1.71378 -4.96763  0.2296
91 H 4.00246 2.35171 -3.73709  0.3148
92 C -1.89854 7.26760 -0.18478  -1.1134
93 C -1.66131 8.10537 -1.41373  -0.1336
94 O -0.37142 8.68212 -1.38861  -0.5042
95 H -2.94701 6.97057 -0.20887  0.3372
96 H -1.81869 7.80404 0.76072  0.2938
97 H -1.39870 6.31802 0.00644  0.3003
98 H -2.35344 8.91725 -1.19031  0.2037
99 H -2.04574 7.62174 -2.31174  0.3029
100 H -0.41028 9.24388 -2.16611  0.3129

## Properties
- SMILES = NC(N)=O.NC(N)=O.NC(N)=O.NC(N)=O.NC(N)=O.NC(N)=O.NC(N)=O.NC(N)=O.CCO.CCO.CCO.CCO
- largest force on an atom (eV/A) = 7.2
- total charge = 0
- energy relative to the best compared isomer or geometry (same formula, charge and spin) (eV) = 9.730

---

# 2
Density functional theory data (wB97M-V/def2-TZVPD) for a cluster of 10 separate species, C16H56N4O10 in total at a distorted geometry.

Last column: Mulliken charge in e.
CARTESIAN COORDINATES (ANGSTROEM)
1 C 2.14582 4.53671 -4.71042  -1.4851
2 C 2.31785 3.20198 -3.92630  0.2165
3 C 3.75632 2.73833 -3.96858  -0.6912
4 O 3.82889 1.36286 -3.45755  -0.4213
5 C 5.14314 0.83365 -3.57535  -0.8091
6 N 1.92811 3.40425 -2.55327  -0.5512
7 H 2.60351 4.54693 -5.69962  0.3861
8 H 2.59003 5.41332 -4.23890  0.3549
9 H 1.06907 4.63092 -4.85128  0.3472
10 H 1.60838 2.43781 -4.24376  0.3612
11 H 4.44582 3.36969 -3.40817  0.3033
12 H 4.08177 2.76584 -5.00850  0.4699
13 H 5.82330 1.13481 -2.77860  0.3009
14 H 5.54375 0.98717 -4.57736  0.3664
15 H 4.99236 -0.23355 -3.41273  0.2471
16 H 2.10538 2.57958 -1.99775  0.2805
17 H 2.54312 4.10758 -2.16962  0.2333
18 C -2.11182 2.68753 0.48297  -1.0743
19 C -1.97962 3.69665 1.61239  0.5940
20 C -0.95562 4.80912 1.32635  -0.9371
21 O 0.39448 4.37178 1.57791  -0.3137
22 C 1.44363 5.26918 1.27100  -0.8367
23 N -3.33738 4.22364 1.71183  -0.8382
24 H -1.15621 2.22252 0.24075  -0.0877
25 H -2.42802 3.10469 -0.47311  0.3435
26 H -2.84908 1.89952 0.63664  0.3719
27 H -1.67102 3.12102 2.48503  0.2750
28 H -1.24956 5.77813 1.72973  0.4889
29 H -0.96273 5.12660 0.28363  0.3986
30 H 2.32807 4.64134 1.37916  0.2323
31 H 1.44057 5.97971 2.09759  0.3092
32 H 1.29969 5.73660 0.29688  0.3101
33 H -3.91016 3.39270 1.75146  0.3222
34 H -3.61560 4.68598 0.85804  0.3129
35 C -1.02015 -4.40350 0.60690  -1.3912
36 C -0.05940 -3.91646 1.67280  0.3160
37 C 1.08485 -4.89016 1.96494  -0.7028
38 O 0.45924 -5.96611 2.66222  -0.3453
39 C 1.05094 -7.27681 2.45336  -0.7443
40 N 0.46777 -2.64678 1.18636  -0.2653
41 H -0.58963 -4.82196 -0.30284  0.3480
42 H -1.58063 -3.56365 0.19625  0.1445
43 H -1.75731 -5.13990 0.92692  0.3637
44 H -0.65073 -3.75061 2.57332  0.4522
45 H 1.79964 -4.45267 2.66192  0.3443
46 H 1.61227 -5.22376 1.07128  0.3472
47 H 2.01046 -7.46648 2.93443  0.2766
48 H 1.16041 -7.38684 1.37447  0.3385
49 H 0.35040 -7.99677 2.87645  0.2381
50 H 1.00176 -2.72680 0.33281  0.0564
51 H 1.05022 -2.08529 1.79099  0.2207
52 C -3.00358 -0.91292 0.07466  -0.6795
53 C -3.32287 -1.05307 1.64345  0.4493
54 C -4.16792 -2.33917 1.91072  -0.7198
55 O -5.41927 -2.28093 1.28676  -0.3383
56 C -6.22670 -3.43724 1.45328  -0.8143
57 N -1.99918 -1.13854 2.28814  -0.6550
58 H -2.45784 0.00616 -0.13880  -0.3491
59 H -4.01767 -0.90171 -0.32483  0.4923
60 H -2.44599 -1.72630 -0.38966  0.3604
61 H -3.81088 -0.20454 2.12297  0.4577
62 H -4.31570 -2.46560 2.98323  0.4874
63 H -3.60575 -3.22610 1.61841  0.0349
64 H -6.28109 -3.86465 2.45451  0.3187
65 H -5.75223 -4.25073 0.90446  0.3225
66 H -7.18103 -3.22914 0.96949  0.2577
67 H -1.31758 -1.69560 1.79296  0.2277
68 H -1.56858 -0.22494 2.28298  0.2915
69 O 2.03069 -2.67484 -1.44448  -0.5881
70 H 2.34111 -3.42283 -1.95474  0.2476
71 H 1.93049 -1.97162 -2.08611  0.2577
72 O 0.52286 0.22169 -0.00733  0.0810
73 H 1.32769 0.40282 -0.49280  0.2002
74 H 0.36242 -0.71138 -0.14827  0.0226
75 O -1.07794 -0.79947 -2.49492  -0.5975
76 H -1.77735 -0.57286 -3.10786  0.2792
77 H -0.99900 -0.03310 -1.92688  0.2087
78 O 2.60226 -0.80859 1.97417  -0.6799
79 H 2.15243 -0.04672 1.60889  0.1979
80 H 2.72004 -0.59661 2.90014  0.3131
81 O 0.54332 1.61513 2.33277  -0.6864
82 H 0.35533 2.51762 2.07506  0.4506
83 H 0.44782 1.11012 1.52527  0.3026
84 O 2.89749 1.22389 -1.02855  -0.4863
85 H 3.58754 1.56752 -0.46112  0.1711
86 H 3.33031 1.07413 -1.86907  0.3840

## Properties
- SMILES = COC[C@H](C)N.COC[C@H](C)N.COC[C@H](C)N.COC[C@H](C)N.O.O.O.O.O.O
- largest force on an atom (eV/A) = 3.0
- total charge = 0
- energy relative to the best compared isomer or geometry (same formula, charge and spin) (eV) = 1.768

---

# 3
Density functional theory data (wB97M-V/def2-TZVPD) for a cluster of 11 separate species, C16H58N23O11P in total at a distorted geometry.

Last column: Mulliken charge in e.
CARTESIAN COORDINATES (ANGSTROEM)
1 O -5.10384 4.57930 1.42062  -0.8445
2 P -4.18061 3.57798 2.10373  0.3258
3 N -4.84774 2.13982 2.54023  0.4429
4 C -6.14146 1.80251 1.92110  -1.0914
5 C -4.19015 1.03533 3.30942  -1.0849
6 N -3.61923 3.96278 3.67041  0.1630
7 C -2.56407 4.98394 3.77429  -0.9665
8 C -4.72222 4.17444 4.62717  -1.1576
9 N -2.77634 3.17825 1.15140  0.7438
10 C -1.64444 2.27286 1.51590  -1.2121
11 C -2.71617 3.54147 -0.24236  -1.0145
12 H -6.33913 0.76409 1.65519  0.2805
13 H -6.33039 2.37352 1.01207  0.2944
14 H -6.82775 2.07073 2.72432  0.3558
15 H -4.73515 0.79940 4.22343  0.3566
16 H -3.11512 1.14906 3.44904  0.1819
17 H -4.18107 0.05191 2.83941  0.4576
18 H -2.67931 5.74355 3.00112  0.3135
19 H -2.58445 5.38524 4.78752  0.4813
20 H -1.60201 4.48235 3.66965  0.1185
21 H -4.95710 5.23045 4.76056  0.4137
22 H -5.71080 3.82690 4.32714  0.3174
23 H -4.38963 3.61093 5.49891  0.3496
24 H -0.65121 2.56964 1.17898  -0.1018
25 H -1.39132 2.19047 2.57289  0.3474
26 H -1.84215 1.22388 1.29536  0.6684
27 H -1.76023 3.74086 -0.72665  -0.0089
28 H -3.43437 4.34184 -0.42041  0.4646
29 H -3.16325 2.78023 -0.88169  0.4785
30 C 4.72117 -2.29134 0.20377  0.6655
31 O 4.09524 -3.33416 0.13164  -0.6327
32 N 4.08756 -1.09592 0.22100  -0.1495
33 N 6.03333 -2.16506 0.46499  -0.4422
34 H 4.53029 -0.19313 0.31616  0.1642
35 H 3.10454 -1.24003 0.03928  0.0339
36 H 6.28960 -1.21899 0.70867  0.1672
37 H 6.50278 -3.05301 0.35894  0.2727
38 C 2.77350 0.48991 -5.82135  0.6992
39 O 1.61207 0.24163 -5.89398  -0.6619
40 N 3.37938 1.17061 -4.92057  -0.3250
41 N 3.70457 -0.04930 -6.57775  -0.5011
42 H 2.90550 1.22208 -4.03013  0.3364
43 H 4.29149 1.59668 -5.00196  0.1829
44 H 3.42368 -0.71662 -7.28194  0.2091
45 H 4.62571 0.36403 -6.60546  0.1394
46 C -1.08629 -1.20073 2.46674  0.7153
47 O -0.76349 -1.18706 1.31855  -0.7893
48 N -1.97492 -2.04092 2.94698  -0.3702
49 N -0.63110 -0.50833 3.39738  -0.0335
50 H -1.93724 -2.26265 3.93162  0.1502
51 H -2.46827 -2.72209 2.38778  -0.0894
52 H -0.10022 0.30127 3.10960  -0.1856
53 H -0.93165 -0.75291 4.33009  0.1597
54 C -3.21338 -4.36079 0.61902  0.6876
55 O -3.90719 -3.57795 1.28261  -0.8188
56 N -2.10444 -3.98273 0.11746  -0.1246
57 N -3.49445 -5.62103 0.58610  -0.3705
58 H -1.59229 -4.52078 -0.56685  0.1428
59 H -1.92685 -3.00533 0.29982  0.0581
60 H -4.39300 -5.74386 1.03065  0.2429
61 H -2.97540 -6.36902 0.14886  0.2023
62 C 3.38013 -3.21165 -4.08270  0.6826
63 O 2.27306 -2.78274 -3.94892  -0.6535
64 N 4.40709 -2.80890 -3.36274  -0.3095
65 N 3.83516 -4.01355 -5.01474  -0.4267
66 H 5.31963 -3.22298 -3.48887  0.1687
67 H 4.16820 -2.15028 -2.63523  0.0881
68 H 3.27160 -4.43750 -5.73777  0.2396
69 H 4.81568 -4.25465 -5.03843  0.0942
70 C -1.42624 1.21953 -3.97773  0.5622
71 O -2.22049 1.52835 -3.10189  -0.7029
72 N -0.83961 2.14515 -4.63727  -0.3311
73 N -1.16941 0.02652 -4.45744  -0.3248
74 H -0.03270 1.84573 -5.16580  0.1786
75 H -1.00970 3.12561 -4.46440  0.2045
76 H -1.72162 -0.69905 -4.02304  0.2027
77 H -0.30785 -0.16237 -4.94952  0.2856
78 C 0.56691 -5.82638 -0.81707  0.7611
79 O -0.62513 -6.27761 -1.00382  -0.7908
80 N 1.14641 -4.81585 -1.45534  -0.1427
81 N 1.37637 -6.16711 0.12692  -0.3821
82 H 0.64652 -4.35256 -2.20071  0.1397
83 H 2.13039 -4.63601 -1.31557  0.0305
84 H 1.02635 -6.75298 0.87146  0.2221
85 H 2.17790 -5.55309 0.15180  0.1622
86 C 2.57436 0.97159 3.53116  0.8402
87 O 1.68881 1.86452 3.42981  -0.6251
88 N 3.73800 1.20182 4.18247  -0.5071
89 N 2.46325 -0.22410 3.09999  -0.0816
90 H 3.88567 2.14065 4.52436  0.2403
91 H 4.26556 0.39007 4.47029  0.1485
92 H 1.82495 -0.45964 2.35354  -0.0931
93 H 3.07345 -1.00202 3.30639  0.1842
94 C 1.75494 3.47868 0.19757  0.3351
95 O 2.46337 2.44102 0.41307  -0.7358
96 N 1.73111 4.48082 0.99882  -0.3426
97 N 1.04901 3.63697 -0.90450  -0.1931
98 H 2.16756 4.37289 1.90323  0.2831
99 H 1.23000 5.30134 0.68939  0.1437
100 H 0.56828 4.50777 -1.07977  0.1879
101 H 1.16626 2.92721 -1.61344  0.0948
102 C 1.38769 -0.14875 -1.64275  -0.1940
103 O 2.01818 0.45526 -2.46183  -0.6700
104 N 0.86219 -1.30864 -1.90006  0.3775
105 N 1.21976 0.09624 -0.32386  0.9468
106 H 1.05710 -1.54248 -2.86309  0.1386
107 H 0.17163 -1.75658 -1.31475  0.0106
108 H 0.43336 -0.27527 0.18961  -0.0293
109 H 1.63732 0.92883 0.06673  -0.2262

## Properties
- SMILES = CN(C)P(=O)(N(C)C)N(C)C.NC(N)=O.NC(N)=O.NC(N)=O.NC(N)=O.NC(N)=O.NC(N)=O.NC(N)=O.NC(N)=O.NC(N)=O.NC(N)=O
- largest force on an atom (eV/A) = 7.2
- total charge = 0
- DFT total energy (eV) = -83624.004